No. 1
{"formula": "C4H12", "method": "the ωB97M-V functional and the def2-TZVPD basis", "total_charge": 1, "homo_lumo_gap_ha": [0.3898, 0.0946], "homo_energy_ev": [-14.27, -14.26], "relative_energy_kj_mol": 108.52, "lumo_energy_ev": [-3.660, -11.687], "s_squared": 0.7524, "spin_multiplicity": 2, "symbols": ["C", "C", "H", "H", "H", "H", "H", "H", "C", "C", "H", "H", "H", "H", "H", "H"], "coordinates": [[2.159, 0.207, 1.208], [2.305, 0.534, -0.266], [3.096, 0.113, 1.763], [1.663, 1.182, 1.487], [1.646, -0.682, 1.548], [3.289, 0.976, -0.449], [1.604, 1.264, -0.687], [2.120, -0.418, -0.792], [-2.133, 0.036, 0.190], [-2.371, -0.804, -1.109], [-1.822, 1.056, 0.009], [-3.064, -0.056, 0.736], [-1.383, -0.587, 0.729], [-1.559, -1.485, -1.387], [-3.358, -1.234, -1.027], [-2.193, -0.102, -1.953]], "lowdin_charge": [0.041, 0.047, 0.122, 0.217, 0.109, 0.140, 0.146, 0.168, -0.165, -0.162, 0.049, 0.059, 0.050, 0.052, 0.063, 0.065]}

***

No. 2
{"formula": "C26H50BN2O2P2SV", "method": "the ωB97M-V functional and the def2-TZVPD basis", "total_charge": -1, "homo_lumo_gap_ha": [0.1345, 0.1788], "homo_energy_ev": [-1.37, -2.58], "relative_energy_kj_mol": 0.00, "lumo_energy_ev": [2.288, 2.280], "s_squared": 3.7828, "spin_multiplicity": 4, "symbols": ["V", "C", "C", "C", "C", "P", "C", "N", "B", "N", "C", "P", "C", "C", "C", "C", "C", "C", "C", "C", "C", "C", "C", "C", "C", "C", "C", "C", "C", "C", "H", "H", "H", "H", "H", "H", "H", "H", "H", "H", "H", "H", "H", "H", "H", "H", "H", "H", "H", "H", "H", "H", "H", "H", "H", "H", "H", "H", "H", "H", "H", "H", "H", "H", "H", "H", "H", "H", "H", "H", "H", "H", "H", "H", "O", "C", "S", "C", "O", "H", "H", "H", "H", "H", "H"], "coordinates": [[-0.921, 0.637, 0.317], [3.846, 2.859, 0.106], [2.559, 2.443, 0.820], [2.755, 0.997, 1.314], [2.367, 3.306, 2.069], [0.949, 2.427, -0.216], [1.658, 2.005, -1.878], [1.750, 0.561, -1.824], [0.721, -0.206, -1.077], [0.956, -1.525, -1.674], [0.046, -2.605, -1.395], [-0.990, -2.000, 0.041], [-0.129, -2.969, 1.448], [1.363, -2.609, 1.387], [-0.675, -2.426, 2.777], [-0.250, -4.490, 1.448], [-2.568, -3.014, -0.367], [-3.522, -3.010, 0.829], [-3.249, -2.190, -1.473], [-2.411, -4.450, -0.871], [1.840, -1.517, -2.723], [2.260, -2.495, -3.602], [3.180, -2.149, -4.603], [3.657, -0.855, -4.713], [3.238, 0.149, -3.827], [2.338, -0.173, -2.832], [0.403, 4.200, -0.537], [-0.710, 4.114, -1.598], [1.513, 5.123, -1.051], [-0.249, 4.840, 0.700], [4.669, 2.832, 0.833], [3.803, 3.867, -0.318], [4.094, 2.157, -0.696], [3.639, 0.971, 1.968], [2.902, 0.298, 0.488], [1.881, 0.656, 1.879], [3.206, 3.118, 2.754], [1.433, 3.058, 2.587], [2.359, 4.372, 1.839], [2.612, 2.480, -2.118], [0.933, 2.310, -2.638], [0.560, -3.542, -1.148], [-0.599, -2.810, -2.255], [1.501, -1.526, 1.416], [1.854, -2.975, 0.481], [1.863, -3.064, 2.254], [-0.529, -1.341, 2.835], [-0.137, -2.891, 3.615], [-1.739, -2.642, 2.905], [0.092, -4.947, 0.512], [-1.277, -4.818, 1.635], [0.376, -4.890, 2.257], [-3.715, -1.969, 1.108], [-3.152, -3.545, 1.704], [-4.472, -3.469, 0.523], [-3.431, -1.162, -1.143], [-4.208, -2.662, -1.732], [-2.639, -2.136, -2.380], [-1.983, -5.124, -0.128], [-1.797, -4.503, -1.775], [-3.405, -4.837, -1.134], [1.876, -3.507, -3.523], [3.515, -2.905, -5.303], [4.361, -0.609, -5.500], [3.607, 1.164, -3.927], [-0.349, 3.788, -2.576], [-1.136, 5.120, -1.721], [-1.494, 3.430, -1.257], [2.032, 4.727, -1.931], [2.262, 5.330, -0.280], [1.060, 6.083, -1.336], [-1.062, 4.192, 1.047], [-0.633, 5.825, 0.400], [0.453, 4.997, 1.516], [-1.502, 2.146, 0.904], [-4.304, -0.888, 3.369], [-2.949, 0.196, 2.845], [-3.797, 1.751, 3.071], [-2.852, 0.056, 1.361], [-4.498, -0.644, 4.416], [-4.011, -1.925, 3.278], [-5.183, -0.698, 2.752], [-4.066, 1.880, 4.122], [-4.673, 1.759, 2.423], [-3.072, 2.491, 2.728]], "lowdin_charge": [0.378, -0.101, -0.660, -0.126, -0.111, 1.114, -0.301, -0.056, -0.505, -0.061, -0.298, 1.079, -0.672, -0.102, -0.119, -0.109, -0.674, -0.116, -0.116, -0.102, -0.177, -0.039, -0.140, -0.139, -0.037, -0.176, -0.675, -0.112, -0.103, -0.112, 0.079, 0.061, 0.073, 0.081, 0.068, 0.061, 0.078, 0.085, 0.057, 0.070, 0.084, 0.084, 0.081, 0.047, 0.078, 0.084, 0.051, 0.083, 0.046, 0.074, 0.060, 0.080, 0.035, 0.059, 0.085, 0.069, 0.080, 0.072, 0.046, 0.071, 0.078, 0.095, 0.082, 0.083, 0.095, 0.061, 0.078, 0.064, 0.072, 0.059, 0.077, 0.046, 0.075, 0.048, -0.685, -0.255, 0.843, -0.257, -0.648, 0.050, 0.022, 0.063, 0.050, 0.063, 0.031]}

***

No. 3
{"formula": "C36H98N4O21", "method": "the ωB97M-V functional and the def2-TZVPD basis", "smiles": "COCCNCCOC.COCCNCCOC.COCCNCCOC.COCCNCCOC.OCCO.OCCO.OCCO.OCCO.OCCO.OCCO.O", "total_charge": 0, "homo_lumo_gap_ha": 0.3080, "homo_energy_ev": -8.25, "lumo_energy_ev": 0.133, "spin_multiplicity": 1, "symbols": ["C", "O", "C", "C", "N", "C", "C", "O", "C", "H", "H", "H", "H", "H", "H", "H", "H", "H", "H", "H", "H", "H", "H", "H", "C", "O", "C", "C", "N", "C", "C", "O", "C", "H", "H", "H", "H", "H", "H", "H", "H", "H", "H", "H", "H", "H", "H", "H", "C", "O", "C", "C", "N", "C", "C", "O", "C", "H", "H", "H", "H", "H", "H", "H", "H", "H", "H", "H", "H", "H", "H", "H", "C", "O", "C", "C", "N", "C", "C", "O", "C", "H", "H", "H", "H", "H", "H", "H", "H", "H", "H", "H", "H", "H", "H", "H", "C", "C", "O", "O", "H", "H", "H", "H", "H", "H", "C", "C", "O", "O", "H", "H", "H", "H", "H", "H", "C", "C", "O", "O", "H", "H", "H", "H", "H", "H", "C", "C", "O", "O", "H", "H", "H", "H", "H", "H", "C", "C", "O", "O", "H", "H", "H", "H", "H", "H", "C", "C", "O", "O", "H", "H", "H", "H", "H", "H", "O", "H", "H"], "coordinates": [[-2.202, -4.058, -4.074], [-2.758, -3.290, -3.015], [-3.487, -2.152, -3.456], [-4.355, -1.649, -2.315], [-5.647, -2.322, -2.172], [-6.669, -1.799, -3.030], [-7.723, -2.885, -3.280], [-7.067, -4.019, -3.771], [-7.965, -5.139, -3.924], [-1.581, -3.430, -4.730], [-2.995, -4.511, -4.694], [-1.604, -4.851, -3.635], [-4.159, -2.513, -4.258], [-2.817, -1.356, -3.807], [-4.578, -0.624, -2.636], [-3.824, -1.724, -1.366], [-5.545, -3.300, -2.433], [-6.324, -1.478, -4.028], [-7.158, -0.962, -2.526], [-8.438, -2.519, -4.020], [-8.164, -3.103, -2.299], [-8.765, -4.882, -4.627], [-8.322, -5.499, -2.959], [-7.385, -5.925, -4.415], [0.499, 4.424, -6.441], [0.875, 3.270, -5.695], [-0.207, 2.638, -5.056], [0.160, 1.248, -4.681], [-0.060, 0.341, -5.828], [0.381, -1.056, -5.492], [1.821, -1.338, -5.845], [2.128, -1.467, -7.225], [1.336, -2.392, -7.888], [0.111, 4.137, -7.433], [1.404, 5.006, -6.588], [-0.303, 5.001, -5.969], [-1.112, 2.570, -5.679], [-0.525, 3.173, -4.148], [-0.507, 0.965, -3.861], [1.198, 1.226, -4.323], [0.632, 0.703, -6.493], [-0.286, -1.663, -6.108], [0.232, -1.224, -4.428], [2.239, -2.196, -5.290], [2.463, -0.537, -5.452], [1.232, -3.317, -7.311], [1.774, -2.578, -8.867], [0.329, -1.999, -8.102], [5.370, -0.910, 8.977], [4.351, -1.853, 9.065], [4.728, -3.104, 8.594], [5.047, -3.154, 7.110], [3.847, -2.822, 6.300], [4.096, -1.995, 5.125], [2.785, -1.509, 4.643], [2.256, -0.590, 5.572], [0.927, -0.251, 5.299], [6.357, -1.361, 9.114], [5.138, -0.133, 9.701], [5.368, -0.418, 7.991], [3.997, -3.875, 8.838], [5.634, -3.431, 9.145], [5.366, -4.178, 6.868], [5.918, -2.519, 6.863], [3.234, -2.314, 6.932], [4.546, -2.620, 4.357], [4.717, -1.148, 5.448], [2.107, -2.336, 4.391], [2.892, -0.981, 3.675], [0.305, -1.122, 5.042], [0.857, 0.465, 4.451], [0.411, 0.276, 6.107], [6.873, 7.162, 1.793], [5.551, 6.939, 1.367], [4.994, 8.036, 0.639], [3.556, 7.694, 0.281], [3.548, 6.624, -0.731], [2.226, 6.100, -0.977], [1.620, 5.241, 0.122], [2.394, 4.152, 0.532], [2.271, 3.026, -0.314], [6.917, 7.796, 2.690], [7.532, 7.573, 1.016], [7.297, 6.190, 2.063], [5.629, 8.239, -0.235], [5.040, 8.935, 1.280], [3.156, 8.648, -0.086], [3.062, 7.441, 1.231], [4.062, 5.873, -0.260], [2.249, 5.524, -1.903], [1.499, 6.899, -1.161], [0.661, 4.869, -0.308], [1.274, 5.810, 0.989], [3.063, 2.343, -0.052], [2.307, 3.344, -1.363], [1.276, 2.577, -0.198], [-2.414, 2.221, 3.748], [-3.175, 1.027, 4.282], [-3.155, -0.071, 3.373], [-2.804, 2.494, 2.392], [-1.336, 2.067, 3.844], [-2.683, 3.099, 4.352], [-4.194, 1.304, 4.571], [-2.692, 0.715, 5.215], [-3.991, -0.088, 2.900], [-2.026, 2.603, 1.841], [0.528, -4.124, 0.915], [0.415, -3.667, -0.530], [1.625, -3.738, -1.259], [1.282, -3.248, 1.722], [0.906, -5.154, 0.929], [-0.484, -4.202, 1.354], [0.162, -2.605, -0.498], [-0.452, -4.135, -1.013], [1.852, -4.638, -1.506], [0.975, -2.333, 1.591], [-0.855, 0.410, -0.211], [-0.341, -0.198, 1.072], [1.010, -0.586, 1.055], [-1.010, -0.565, -1.232], [-0.179, 1.222, -0.538], [-1.817, 0.914, -0.007], [-0.940, -1.117, 1.170], [-0.563, 0.479, 1.898], [1.550, -0.270, 0.323], [-1.418, -0.109, -1.984], [-4.911, 1.291, -0.628], [-5.122, 2.051, 0.671], [-5.658, 1.162, 1.640], [-4.441, 2.149, -1.708], [-5.791, 0.752, -0.999], [-4.166, 0.506, -0.473], [-5.732, 2.948, 0.481], [-4.133, 2.436, 0.964], [-5.488, 1.572, 2.496], [-5.210, 2.546, -2.128], [3.414, 0.091, -2.051], [3.873, -1.353, -2.070], [3.103, -2.191, -2.918], [2.147, 0.262, -1.461], [3.474, 0.443, -3.095], [4.198, 0.681, -1.567], [3.914, -1.784, -1.062], [4.915, -1.428, -2.412], [2.642, -2.847, -2.374], [1.479, -0.098, -2.064], [-1.731, -3.267, 4.841], [-0.829, -4.455, 4.934], [-0.560, -4.748, 6.326], [-1.970, -2.867, 3.513], [-1.440, -2.410, 5.466], [-2.675, -3.512, 5.383], [0.124, -4.256, 4.442], [-1.264, -5.361, 4.500], [-1.352, -5.096, 6.742], [-2.120, -1.914, 3.572], [-2.026, 1.472, -2.881], [-2.156, 1.774, -3.788], [-2.873, 1.646, -2.412]], "lowdin_charge": [-0.100, -0.196, -0.211, -0.200, -0.051, -0.238, -0.245, -0.212, -0.077, 0.075, 0.089, 0.081, 0.126, 0.115, 0.101, 0.118, 0.102, 0.120, 0.111, 0.123, 0.127, 0.086, 0.089, 0.086, -0.099, -0.173, -0.272, -0.232, -0.028, -0.189, -0.223, -0.174, -0.141, 0.090, 0.085, 0.085, 0.128, 0.121, 0.076, 0.122, 0.108, 0.089, 0.113, 0.113, 0.120, 0.095, 0.088, 0.085, -0.121, -0.178, -0.255, -0.211, -0.049, -0.213, -0.245, -0.168, -0.116, 0.092, 0.089, 0.087, 0.127, 0.121, 0.114, 0.107, 0.099, 0.127, 0.119, 0.119, 0.130, 0.072, 0.085, 0.086, -0.126, -0.201, -0.230, -0.211, -0.043, -0.228, -0.252, -0.177, -0.091, 0.087, 0.087, 0.087, 0.123, 0.122, 0.120, 0.121, 0.107, 0.105, 0.121, 0.121, 0.117, 0.086, 0.092, 0.067, -0.206, -0.223, -0.062, -0.091, 0.113, 0.122, 0.120, 0.121, 0.078, 0.083, -0.247, -0.210, -0.063, -0.075, 0.119, 0.114, 0.098, 0.123, 0.105, 0.037, -0.243, -0.217, -0.071, -0.065, 0.101, 0.109, 0.128, 0.105, 0.068, 0.037, -0.202, -0.241, -0.043, -0.087, 0.118, 0.106, 0.126, 0.092, 0.077, 0.102, -0.235, -0.238, -0.079, -0.079, 0.118, 0.120, 0.126, 0.118, 0.034, 0.089, -0.287, -0.223, -0.076, -0.061, 0.109, 0.122, 0.115, 0.124, 0.074, 0.044, -0.077, 0.051, 0.031]}

***

Summary of energy in eV
-4330.10720, -90625.79534, -87870.20829
(order as listed above)